Below is a molecular structure, C23H39N3OPtSbSi3, with properties calculated with wB97M-V/def2-TZVPD.

Last column: Mulliken charge in e.
Atoms and positions in Å:
Pt: 0.952 -1.235 -0.525  0.288
Sb: -1.286 0.344 -0.166  0.259
Si: -1.705 -2.365 -0.786  0.627
Si: -1.653 0.870 2.494  0.313
Si: -2.090 1.893 -2.290  0.467
O: 0.724 0.748 -0.411  -0.173
N: 1.892 -3.068 -0.591  0.018
N: 2.869 0.571 0.465  -1.083
N: 2.736 -0.742 0.089  0.550
C: 2.239 4.474 2.157  -0.831
C: 0.924 4.914 0.181  -0.709
C: -3.241 0.034 2.933  -1.132
C: -0.577 1.755 -3.347  -0.977
C: -2.424 3.512 -1.458  -0.860
C: 1.837 1.291 0.255  -0.202
C: -3.436 -1.660 -0.584  -1.430
C: -0.116 0.128 3.218  -0.893
C: 2.261 -5.361 -1.141  -1.046
C: -1.359 -2.876 -2.546  -1.204
C: 2.349 3.141 1.796  -0.604
C: 4.038 -4.063 -0.216  -0.719
C: 1.529 5.357 1.354  -0.531
C: 3.639 -1.643 0.256  0.915
C: 1.012 3.581 -0.179  -0.387
C: 1.454 -4.234 -1.067  0.316
C: -1.387 -3.608 0.566  -1.069
C: 3.566 -5.281 -0.699  -0.565
C: -1.714 2.719 2.476  -0.653
C: 3.195 -2.975 -0.185  0.704
C: 1.723 2.693 0.632  0.780
C: 4.986 -1.371 0.815  -1.641
C: -3.610 1.132 -3.015  -1.203
H: -0.987 3.187 1.810  0.044
H: 5.743 -1.632 0.071  0.423
H: 5.088 -0.323 1.073  0.362
H: -1.998 -3.380 1.442  0.404
H: 5.162 -1.986 1.699  0.430
H: -3.430 3.527 -1.034  0.394
H: -3.695 -1.330 0.425  0.382
H: 2.918 2.449 2.402  0.512
H: -0.687 2.468 -4.171  0.475
H: -0.477 0.761 -3.787  0.394
H: -1.581 -3.940 -2.673  0.447
H: 0.740 0.792 3.081  0.215
H: -1.700 -4.597 0.215  0.400
H: -3.453 0.344 3.963  0.423
H: 0.406 5.617 -0.457  0.472
H: -4.078 -2.532 -0.774  0.481
H: -1.718 3.805 -0.683  0.192
H: 4.218 -6.144 -0.734  0.475
H: -0.354 -3.675 0.894  0.407
H: -3.738 -0.917 -1.322  0.319
H: 2.722 4.828 3.058  0.468
H: 1.460 6.400 1.633  0.462
H: -3.186 -1.055 2.933  0.367
H: -2.020 -2.336 -3.228  0.405
H: 0.582 3.240 -1.111  0.708
H: 0.349 1.997 -2.826  0.301
H: -3.932 1.822 -3.804  0.429
H: 0.429 -4.270 -1.394  0.388
H: -2.387 4.276 -2.242  0.398
H: -4.441 1.061 -2.312  0.406
H: 1.854 -6.280 -1.537  0.457
H: -0.338 -2.700 -2.882  0.434
H: -2.711 3.091 2.235  0.390
H: -3.444 0.164 -3.490  0.342
H: -4.090 0.356 2.328  0.408
H: -0.268 0.005 4.295  0.485
H: 5.060 -3.965 0.120  0.447
H: -1.473 3.054 3.491  0.415
H: 0.129 -0.856 2.813  0.314

Cartesian forces, eV/Å:
0.012 -0.374 0.068
-0.732 -0.002 -0.053
0.331 -0.189 0.019
0.070 -0.093 0.032
-0.032 -0.135 -0.088
0.725 0.636 0.098
-0.170 -0.084 -0.122
0.182 0.226 0.019
-0.274 -0.173 -0.111
0.021 -0.026 0.013
-0.010 0.001 -0.008
0.023 0.007 -0.004
0.020 0.056 0.028
-0.014 -0.018 0.014
-0.237 -0.095 -0.050
-0.013 -0.036 -0.060
0.026 0.030 -0.050
0.052 -0.030 0.021
-0.144 0.096 -0.104
0.038 0.025 0.007
0.024 0.060 0.021
0.003 0.002 -0.004
0.269 0.172 0.137
-0.016 -0.009 0.051
0.058 0.098 0.087
-0.127 0.051 0.073
-0.028 -0.067 -0.028
-0.022 -0.012 -0.017
-0.052 -0.162 -0.040
0.009 -0.033 0.023
-0.045 0.007 -0.038
0.024 -0.019 0.032
0.051 -0.031 0.012
0.013 0.002 0.013
0.014 0.005 0.003
0.000 0.036 -0.018
-0.017 -0.023 -0.009
-0.010 -0.001 -0.014
0.032 0.030 -0.006
-0.008 0.011 0.009
0.016 -0.009 -0.015
-0.037 -0.012 0.006
-0.036 0.001 0.036
0.016 -0.005 -0.001
-0.015 0.008 -0.015
-0.044 -0.029 0.004
-0.001 0.001 0.004
0.025 -0.022 0.019
0.067 -0.018 -0.014
-0.002 0.000 -0.004
0.032 -0.021 -0.002
0.021 0.019 0.026
-0.007 0.001 0.002
-0.001 0.000 -0.003
0.040 0.000 -0.004
0.009 0.019 0.019
-0.002 0.023 0.016
-0.013 0.003 -0.047
-0.006 -0.007 -0.020
-0.037 -0.011 -0.009
-0.031 0.030 0.021
0.005 0.015 0.003
-0.004 0.001 0.000
0.005 -0.009 0.009
0.007 -0.001 -0.018
0.022 0.011 0.013
0.014 0.031 0.000
0.001 0.034 0.007
-0.001 0.010 0.000
-0.031 0.007 0.013
-0.054 -0.011 -0.002

Calculated values
E_LUMO: -9.78 eV
Gap between HOMO and LUMO: 7.3 eV
Net charge: +3
E: -2366.48021 a.u.
HOMO level: -0.62646 hartree

---

Below is 14 unconnected molecules or ions with the total composition C18H64O14 in a non-equilibrium geometry, with properties calculated with wB97M-V/def2-TZVPD.

Last column: Mulliken charge in e.
Atoms and positions in Å:
O: -17.132 -22.789 19.894  -0.526
O: -13.162 -21.004 8.953  -0.587
O: -16.382 -22.205 12.459  -0.675
O: -13.914 -18.305 14.636  -0.342
O: -13.372 -20.553 16.213  -0.511
O: -17.728 -18.893 15.533  -0.646
O: -15.817 -24.390 14.184  -0.377
O: -8.832 -25.122 11.729  -0.551
O: -7.926 -19.186 13.678  -0.575
O: -16.519 -17.407 17.801  -0.546
O: -16.060 -19.477 13.262  -0.492
O: -12.307 -26.471 15.016  -0.591
O: -11.766 -22.450 17.728  -0.386
O: -16.024 -25.364 19.957  -0.587
C: -13.621 -21.608 10.175  0.136
C: -15.423 -25.647 18.704  -0.457
C: -14.167 -21.586 15.626  1.591
C: -13.574 -21.939 14.277  0.166
C: -10.737 -21.733 18.400  -0.604
C: -15.180 -17.866 17.780  -0.187
C: -9.869 -20.293 14.675  -0.147
C: -18.084 -22.388 18.900  -0.297
C: -12.499 -25.214 15.635  -0.131
C: -14.680 -24.435 18.162  0.384
C: -12.841 -17.990 12.470  -0.805
C: -11.045 -24.234 12.038  -0.161
C: -13.063 -17.461 13.874  -0.286
C: -17.957 -23.812 15.133  -0.504
C: -17.610 -21.141 18.182  -0.706
C: -17.112 -24.929 14.494  -0.484
C: -9.330 -19.170 13.781  -0.357
C: -10.173 -25.481 12.068  -0.466
H: -15.226 -21.311 15.563  -0.143
H: -12.421 -18.995 12.532  -0.090
H: -12.918 -25.265 16.646  0.829
H: -14.676 -17.577 18.703  0.375
H: -13.431 -16.428 13.904  0.292
H: -13.902 -24.065 18.831  0.335
H: -15.331 -23.618 17.863  -0.125
H: -9.633 -21.288 14.300  0.204
H: -12.053 -24.526 12.349  0.078
H: -9.521 -20.169 15.700  0.170
H: -18.157 -23.222 18.202  0.100
H: -11.605 -26.928 15.486  0.320
H: -17.911 -22.878 14.572  0.171
H: -12.528 -22.226 14.383  0.022
H: -14.647 -18.605 14.072  0.164
H: -17.583 -25.209 13.546  0.331
H: -13.764 -18.025 11.890  0.334
H: -16.091 -20.406 12.970  0.220
H: -8.370 -24.935 12.550  0.309
H: -11.562 -24.660 15.722  0.317
H: -11.133 -20.897 18.980  0.281
H: -10.230 -25.959 13.048  0.234
H: -17.537 -23.626 16.119  -0.236
H: -9.601 -18.200 14.197  0.171
H: -12.986 -22.450 10.444  0.030
H: -9.833 -19.275 12.813  0.298
H: -10.959 -20.195 14.715  -0.110
H: -17.412 -20.346 18.906  0.537
H: -14.650 -21.895 9.976  0.159
H: -10.559 -26.181 11.326  0.334
H: -16.645 -19.010 12.655  0.235
H: -16.674 -21.364 17.671  0.078
H: -14.166 -22.472 16.264  -0.830
H: -16.481 -24.508 19.938  0.346
H: -12.331 -20.544 9.091  0.304
H: -11.108 -23.804 11.041  0.319
H: -12.305 -21.779 17.289  0.278
H: -10.162 -22.413 19.023  0.277
H: -16.898 -22.046 20.458  0.279
H: -14.598 -17.449 16.956  0.058
H: -18.371 -20.737 17.517  0.211
H: -17.016 -17.846 17.101  0.353
H: -14.716 -26.464 18.853  0.341
H: -7.637 -19.879 13.080  0.327
H: -10.663 -23.505 12.754  -0.088
H: -19.003 -24.116 15.144  0.465
H: -13.250 -24.661 15.073  -0.436
H: -17.085 -19.211 14.878  0.402
H: -10.047 -21.298 17.670  0.105
H: -19.065 -22.292 19.370  0.404
H: -15.300 -25.109 13.803  0.178
H: -13.416 -19.796 15.602  0.166
H: -16.103 -22.843 13.141  0.339
H: -14.127 -22.743 13.789  -0.069
H: -12.104 -17.344 14.387  0.302
H: -16.185 -25.996 17.997  0.174
H: -17.029 -25.798 15.146  0.423
H: -18.476 -19.490 15.443  0.291
H: -13.619 -20.837 10.947  -0.037
H: -15.114 -18.956 17.725  -0.027
H: -12.142 -17.351 11.927  0.450
H: -16.599 -22.739 11.690  0.258
H: -13.599 -21.075 13.608  -0.265
H: -14.087 -24.808 17.315  -0.815

Cartesian forces, eV/Å:
-0.136 -0.196 -0.216
-0.272 -0.271 -0.089
0.000 0.144 0.152
0.211 -0.093 -0.031
-0.441 -0.562 0.226
0.053 -0.099 -0.090
-0.050 -0.222 0.189
-0.039 -0.442 0.063
0.377 0.269 -0.103
0.037 0.131 0.279
-0.163 -0.016 -0.052
-0.079 -0.213 -0.135
0.136 -0.004 0.296
-0.056 -0.506 0.216
0.422 1.066 -0.724
-0.183 0.938 0.552
0.336 -0.123 -0.186
-0.195 0.038 -0.378
0.096 0.207 -0.610
0.185 -0.220 0.026
-0.361 0.752 0.059
0.199 -0.066 0.238
0.054 0.283 0.487
0.669 -0.834 -0.494
0.085 0.199 0.040
-0.350 -0.496 0.447
0.239 0.517 0.081
0.718 -0.587 -0.156
-0.156 0.076 0.490
-0.659 1.032 -0.553
-0.495 -0.871 0.246
-0.125 0.731 -0.303
-0.003 0.315 -0.161
-0.004 -0.034 -0.083
0.749 -0.576 -0.466
-0.246 0.149 0.098
-0.398 -0.104 -0.387
-0.314 0.060 0.359
-0.094 0.029 -0.019
0.140 0.013 -0.008
-0.055 0.187 0.022
0.198 -0.174 -0.049
0.061 -0.076 0.089
-0.049 -0.067 0.002
0.160 -0.109 -0.202
-0.021 -0.111 0.095
0.055 0.056 0.054
-0.057 -0.310 0.108
-0.068 -0.050 0.068
0.042 -0.184 -0.106
0.080 0.036 -0.058
-0.089 0.244 -0.222
-0.055 -0.158 0.259
0.035 -0.044 0.004
-0.383 0.093 0.197
0.027 0.019 0.004
-0.188 -0.137 0.189
0.231 0.229 -0.183
-0.023 -0.152 0.000
0.053 0.022 0.000
0.053 -0.260 0.132
0.310 -0.144 -0.027
0.037 0.058 0.003
-0.079 0.153 -0.229
0.309 0.178 0.206
0.212 -0.061 -0.163
0.035 -0.083 0.196
0.195 0.039 -0.002
-0.062 0.099 -0.151
-0.198 -0.055 0.132
-0.075 0.081 -0.049
-0.101 0.000 -0.125
0.111 -0.168 -0.227
0.105 -0.081 -0.135
-0.049 -0.067 0.129
-0.124 -0.081 0.008
-0.072 0.144 -0.096
0.025 -0.051 0.402
0.265 0.067 -0.257
0.008 0.112 0.021
0.107 -0.025 0.015
-0.044 0.265 -0.061
0.183 0.086 0.043
0.008 0.265 0.179
0.000 -0.137 -0.099
0.171 -0.010 0.060
-0.013 -0.567 0.156
0.028 0.009 -0.168
0.011 0.015 0.044
-0.061 0.044 0.079
-0.068 -0.285 0.341
-0.038 -0.035 -0.108
0.039 -0.024 0.019
-0.008 0.075 -0.055
-0.044 0.047 0.004
-1.012 0.670 0.215

Calculated values
E_LUMO: -0.08 eV
Gap between HOMO and LUMO: 9.4 eV
Relative energy (zero: lowest compared OMol25 entry of this formula, charge and spin): 4.163 eV
E: -1777.42592 a.u.
HOMO level: -0.34911 hartree

---

Below is 2 unconnected molecules or ions with the total composition C12H11NO in a non-equilibrium geometry, with properties calculated with wB97M-V/def2-TZVPD.

Last column: natural (NBO) charge in e.
Atoms and positions in Å:
O: 2.643 -0.016 0.824  -0.762
N: 0.221 0.005 4.091  -0.544
C: 2.417 -0.004 3.146  -0.393
C: 0.490 -0.009 1.715  -0.418
C: -1.292 -1.550 -2.173  -0.116
C: 0.655 0.001 -2.125  -0.017
C: -2.371 0.696 -2.233  -0.123
C: -0.262 -0.001 2.844  0.031
C: 0.054 1.245 -2.126  -0.124
C: 1.910 -0.010 1.815  0.412
C: 0.058 -1.246 -2.175  -0.125
C: -1.290 1.556 -2.213  -0.118
C: 1.554 0.003 4.193  0.034
C: -2.372 -0.686 -2.177  -0.123
H: -1.337 0.000 2.760  0.156
H: -3.343 1.163 -2.305  0.237
H: -3.346 -1.152 -2.170  0.237
H: -1.537 -2.602 -2.195  0.239
H: -1.525 2.609 -2.277  0.239
H: 0.048 -0.013 0.734  0.152
H: 0.727 2.090 -2.092  0.249
H: 1.735 0.004 -2.105  0.259
H: 0.731 -2.087 -2.242  0.247
H: 1.947 0.008 5.197  0.169
H: 3.483 -0.005 3.288  0.204

Cartesian forces, eV/Å:
1.331 -0.006 -2.395
-0.572 -0.001 0.212
0.081 -0.006 -0.286
0.391 0.002 -0.038
0.123 -0.135 -0.008
0.460 -0.029 0.135
-0.181 -0.093 0.017
-0.231 0.007 0.769
-0.051 0.261 -0.013
-0.671 0.009 0.863
-0.108 -0.165 -0.137
0.123 0.153 -0.030
-0.268 0.004 0.240
-0.171 0.082 0.013
-0.443 0.001 0.050
-0.087 0.037 0.055
-0.098 -0.059 -0.017
-0.012 -0.116 0.049
-0.025 0.098 0.069
-0.239 -0.005 -0.358
0.106 0.056 0.057
0.130 -0.013 0.178
0.097 -0.085 0.171
0.062 0.002 0.358
0.254 0.000 0.046

Calculated values
E_LUMO: -2.82 eV
Gap between HOMO and LUMO: 3.1 eV
Relative energy (zero: lowest compared OMol25 entry of this formula, charge and spin): 4.237 eV
E: -593.71277 a.u.
HOMO level: -0.21734 hartree